Below is one molecule with the formula CH2N4 at a distorted geometry, with properties calculated with ωB97M-V with the def2-TZVPD basis set.

Last column: Löwdin charge in e.
Atoms and positions in Å:
N -1.40385 0.24531 0.11750  -0.031
N -0.19926 -0.12263 -0.09627  0.054
H 0.46070 0.44721 0.48401  0.138
H -0.06684 -0.36922 -1.06559  0.118
N -3.89969 1.70011 1.79922  0.130
N -1.59861 1.10217 1.22105  0.015
C -2.82781 1.44261 1.45503  -0.424

Strongest force on any atom = 7.41 eV/Å
SMILES string = N#C/N=N/N
LUMO level (alpha / beta) = -0.801 / -0.802 eV
Gap between HOMO and LUMO (alpha / beta) = 9.08 / 9.08 eV
2S+1 = 1